{"formula": "C37H29BrIN4PPdS", "method": "the ωB97M-V functional and the def2-TZVPD basis", "total_charge": 2, "e_above_lowest_ev": 0.340, "orbital_gap_ev": 4.37, "lumo_energy_ev": -8.717, "elements": ["Pd", "C", "C", "C", "C", "C", "C", "P", "C", "C", "C", "C", "C", "C", "C", "C", "C", "C", "C", "C", "H", "H", "H", "H", "H", "H", "H", "H", "H", "H", "H", "H", "H", "H", "S", "C", "N", "N", "C", "C", "C", "C", "C", "C", "N", "N", "C", "C", "C", "C", "C", "C", "H", "H", "H", "H", "H", "H", "H", "H", "H", "H", "H", "Br", "C", "C", "C", "C", "C", "C", "I", "H", "H", "H", "H"], "positions_angstrom": [[1.153675, -0.411673, 0.349464], [1.945213, -1.944139, 6.667754], [1.217248, -0.764453, 6.596669], [0.963586, -0.174447, 5.368502], [1.455492, -0.776480, 4.210933], [2.175472, -1.968290, 4.278943], [2.422199, -2.547432, 5.510849], [1.300551, 0.059288, 2.633100], [0.107122, 1.416146, 2.781139], [0.495548, 2.745818, 2.640274], [-0.463423, 3.749376, 2.671587], [-1.802054, 3.434004, 2.851654], [-2.190305, 2.107866, 3.001406], [-1.241202, 1.102187, 2.962044], [2.879321, 0.769023, 2.162241], [4.020447, 1.193016, 2.827878], [5.104481, 1.567564, 2.051012], [5.043309, 1.471502, 0.661959], [3.920045, 0.971122, 0.012337], [2.814299, 0.623131, 0.780976], [2.140332, -2.398251, 7.629753], [0.846260, -0.299372, 7.499716], [0.395537, 0.744643, 5.314983], [2.545942, -2.436803, 3.374492], [2.984207, -3.469234, 5.570773], [1.539636, 2.999583, 2.505663], [-0.158634, 4.782534, 2.568802], [-2.543529, 4.220735, 2.888339], [-3.232605, 1.861050, 3.153434], [-1.549592, 0.068598, 3.082552], [4.061395, 1.227615, 3.909516], [6.011304, 1.921843, 2.522353], [5.903710, 1.764975, 0.074307], [3.935366, 0.855746, -1.064880], [-0.812421, -1.885635, 0.175204], [-1.584793, -1.132442, -1.072282], [-2.590841, -1.738555, -1.861886], [-2.811981, -2.938768, -1.631378], [-3.729124, -3.719810, -2.327691], [-4.451950, -3.184921, -3.399047], [-5.347207, -4.008511, -4.044982], [-5.513995, -5.329138, -3.627328], [-4.782641, -5.849303, -2.564108], [-3.877263, -5.043514, -1.902812], [-1.431702, 0.158916, -1.487214], [-0.429222, 0.773357, -1.021601], [-0.396122, 2.136881, -1.234818], [0.836485, 2.772576, -1.027585], [0.941036, 4.137951, -1.202538], [-0.187930, 4.871013, -1.544560], [-1.422182, 4.245032, -1.730336], [-1.536296, 2.881776, -1.588802], [-2.260995, -3.408235, -0.891361], [-4.299147, -2.160053, -3.703256], [-5.920727, -3.631535, -4.879744], [-6.225253, -5.960807, -4.142390], [-4.920599, -6.875871, -2.257112], [-3.296350, -5.425040, -1.071389], [1.692293, 2.178623, -0.744376], [1.891652, 4.634663, -1.064907], [-0.112768, 5.944091, -1.663605], [-2.290468, 4.836262, -1.985934], [-2.483773, 2.381733, -1.727973], [-0.020491, -3.294264, -4.021219], [0.627366, -1.526693, -4.250476], [0.181483, -0.814108, -5.355810], [0.635967, 0.474925, -5.574675], [1.533264, 1.055376, -4.689058], [1.983006, 0.341561, -3.593211], [1.536262, -0.954777, -3.368082], [2.300352, -2.002772, -1.712052], [-0.510821, -1.277074, -6.044550], [0.296703, 1.019479, -6.444887], [1.895577, 2.060195, -4.857131], [2.695241, 0.790628, -2.913538]], "forces_ev_per_a": [[-0.2, -0.6, 0.6], [0.0, 0.0, 0.0], [0.0, 0.0, 0.0], [0.0, 0.0, -0.1], [-0.2, -0.3, -0.1], [0.0, 0.0, 0.0], [0.0, 0.0, 0.0], [0.3, 1.1, -0.6], [0.0, -0.1, 0.2], [0.0, -0.1, 0.0], [0.0, 0.0, 0.0], [0.0, 0.0, 0.0], [0.0, 0.0, 0.0], [0.1, -0.1, 0.0], [-0.2, -0.3, 0.2], [-0.1, 0.2, 0.0], [0.0, 0.0, 0.0], [0.0, 0.0, 0.0], [-0.1, 0.0, -0.1], [0.3, -0.2, 0.1], [0.0, 0.0, 0.0], [0.0, 0.0, 0.0], [0.0, 0.0, 0.0], [0.0, 0.0, 0.0], [0.0, 0.0, 0.0], [0.0, 0.0, 0.0], [0.0, 0.0, 0.0], [0.0, 0.0, 0.0], [0.0, 0.0, 0.0], [0.0, 0.0, 0.0], [0.0, 0.0, 0.0], [0.0, 0.0, 0.0], [0.0, 0.0, 0.0], [0.0, 0.0, 0.0], [0.1, 0.1, -0.2], [0.2, 0.0, 0.1], [-0.1, -0.3, 0.0], [0.1, 0.1, -0.2], [-0.1, 0.0, 0.0], [-0.1, -0.1, 0.0], [0.0, 0.1, 0.0], [0.0, -0.1, 0.0], [0.0, 0.0, 0.0], [0.0, 0.0, 0.0], [-0.3, 0.2, 0.3], [0.4, -0.2, -0.4], [-0.1, 0.3, 0.1], [-0.1, 0.0, 0.0], [0.0, -0.1, 0.0], [0.0, 0.0, 0.0], [-0.1, 0.0, 0.0], [0.0, 0.0, 0.0], [0.1, 0.0, 0.1], [0.0, 0.0, 0.0], [0.0, 0.0, 0.0], [0.0, 0.0, 0.0], [0.0, 0.0, 0.0], [0.0, 0.0, 0.0], [0.0, 0.0, 0.0], [0.0, 0.0, 0.0], [0.0, 0.0, 0.0], [0.0, 0.0, 0.0], [0.0, 0.0, 0.0], [0.0, 0.0, 0.0], [0.0, -0.1, 0.1], [0.0, 0.0, 0.0], [0.0, 0.0, 0.0], [-0.1, 0.0, -0.1], [0.1, 0.0, 0.2], [-0.1, -0.1, 0.0], [0.1, 0.3, -0.2], [0.0, 0.0, 0.0], [0.0, 0.0, 0.0], [0.0, 0.0, 0.0], [0.0, 0.0, 0.0]]}

{"formula": "C37H29F6N7O5S5Ti", "method": "the ωB97M-V functional and the def2-TZVPD basis", "total_charge": -1, "e_above_lowest_ev": 0.923, "orbital_gap_ev": [6.14, 6.24], "lumo_energy_ev": [1.261, 1.267], "spin_multiplicity": 2, "s2": 0.762, "elements": ["Ti", "S", "C", "C", "C", "C", "N", "C", "C", "C", "S", "C", "N", "H", "H", "F", "C", "F", "F", "S", "O", "O", "N", "S", "O", "O", "C", "F", "F", "F", "O", "C", "C", "C", "C", "C", "C", "C", "C", "N", "H", "H", "H", "H", "H", "H", "H", "H", "H", "H", "H", "N", "C", "S", "C", "C", "C", "N", "C", "C", "H", "H", "H", "H", "H", "H", "N", "C", "C", "C", "C", "C", "C", "C", "C", "C", "C", "C", "C", "C", "H", "H", "H", "H", "H", "H", "H", "H", "H", "H"], "positions_angstrom": [[-0.539697, -0.393088, -0.124688], [-2.854039, 0.041722, -0.969197], [-2.554120, 0.781143, -2.520655], [-3.472000, 0.640069, -3.560232], [-3.254768, 1.219373, -4.804704], [-4.213878, 1.025747, -5.853765], [-4.993078, 0.862240, -6.683967], [-2.090568, 1.972185, -5.020503], [-1.180296, 2.134696, -3.983470], [-1.388214, 1.555225, -2.732027], [-0.254527, 1.774935, -1.434871], [-1.809001, 2.559060, -6.299014], [-1.551261, 3.020220, -7.321076], [-4.367713, 0.055627, -3.396869], [-0.285891, 2.721150, -4.148439], [-2.375168, -3.233039, 3.677637], [-2.522016, -3.837890, 2.498984], [-3.512020, -4.721927, 2.591011], [-1.394079, -4.487702, 2.209853], [-2.898475, -2.581774, 1.206554], [-1.731653, -1.712015, 1.292210], [-4.166252, -2.050287, 1.576847], [-2.959446, -3.470028, -0.076750], [-1.914751, -3.499925, -1.236655], [-0.957904, -2.403968, -1.214714], [-1.355099, -4.798603, -1.444968], [-2.976289, -3.207101, -2.746843], [-2.271780, -2.494176, -3.627263], [-4.102315, -2.578573, -2.469552], [-3.271664, -4.383737, -3.297976], [3.096789, 1.393050, 0.671168], [3.688475, 1.383660, 1.959624], [3.656661, -0.001084, 2.585967], [2.215745, -0.505358, 2.814873], [2.024239, -1.909861, 2.323718], [2.761885, -2.940249, 2.908147], [2.659749, -4.226547, 2.421391], [1.819107, -4.453570, 1.344535], [1.117604, -3.383107, 0.825598], [1.194875, -2.129807, 1.294240], [2.132497, 1.441865, 0.761293], [3.203785, 2.107779, 2.619374], [4.724702, 1.701151, 1.822291], [4.215911, 0.023407, 3.525898], [4.192033, -0.686804, 1.922409], [1.498916, 0.124726, 2.293858], [1.964650, -0.459336, 3.877597], [3.417800, -2.708734, 3.738026], [3.228963, -5.033668, 2.865503], [1.696529, -5.434664, 0.907546], [0.469677, -3.538298, -0.020943], [3.698820, -0.477706, -5.799537], [4.055684, -1.155698, -4.698104], [5.459174, -2.008049, -4.588698], [3.062040, -1.086369, -3.592537], [1.694553, -1.070646, -3.858368], [0.810854, -0.952541, -2.808923], [1.203639, -0.856635, -1.531947], [2.510418, -0.894177, -1.278796], [3.468645, -1.009810, -2.271866], [4.339305, -0.454894, -6.574836], [2.919202, 0.159141, -5.790015], [1.307293, -1.165657, -4.864083], [-0.254429, -0.920139, -2.992378], [2.804133, -0.789098, -0.246013], [4.519697, -1.021050, -2.022281], [-0.311730, 0.898376, 1.269881], [-0.613703, 1.832539, 2.059233], [-2.023564, 2.173190, 2.439374], [-2.371145, 3.459492, 2.851014], [-3.688990, 3.769002, 3.157043], [-4.672914, 2.794799, 3.068595], [-4.333220, 1.508389, 2.670175], [-3.019631, 1.204766, 2.357842], [0.433647, 2.755340, 2.619109], [0.716300, 2.794471, 3.982065], [1.662519, 3.679987, 4.476556], [2.317703, 4.550819, 3.613578], [2.030338, 4.523660, 2.256166], [1.094423, 3.626082, 1.758762], [-1.612919, 4.229645, 2.917147], [-3.946760, 4.776360, 3.460317], [-5.701278, 3.037932, 3.306196], [-5.087663, 0.736021, 2.590510], [-2.752898, 0.208179, 2.048703], [0.183218, 2.131166, 4.653866], [1.884312, 3.697513, 5.536615], [3.050105, 5.248606, 4.000018], [2.539208, 5.198142, 1.579138], [0.862955, 3.594713, 0.699447]], "forces_ev_per_a": [[-0.4, 0.2, 0.1], [0.2, 0.0, 0.1], [0.0, 0.0, 0.0], [0.0, 0.0, 0.0], [0.0, 0.0, 0.0], [0.0, 0.0, 0.0], [0.0, 0.0, 0.0], [0.0, 0.0, 0.0], [0.0, 0.0, 0.0], [0.0, 0.0, 0.0], [0.1, -0.1, 0.0], [0.0, 0.0, 0.0], [0.0, 0.0, 0.0], [0.0, 0.0, 0.0], [0.0, 0.0, 0.0], [0.0, 0.0, 0.0], [0.0, 0.0, 0.0], [0.0, 0.0, 0.0], [0.0, 0.0, 0.0], [0.1, 0.0, 0.1], [0.0, 0.0, -0.1], [0.0, 0.0, 0.0], [0.0, 0.0, 0.0], [0.0, 0.0, 0.0], [-0.1, -0.1, -0.1], [0.0, 0.0, 0.0], [0.0, 0.0, 0.0], [0.0, 0.0, 0.0], [0.0, 0.0, 0.0], [0.0, 0.0, 0.0], [0.0, 0.0, 0.0], [0.0, 0.0, 0.0], [0.0, 0.0, 0.0], [0.0, 0.0, 0.0], [0.0, 0.0, 0.0], [0.0, 0.0, 0.0], [0.0, 0.0, 0.0], [0.0, 0.0, 0.0], [0.0, 0.0, 0.0], [0.1, 0.0, -0.1], [0.0, 0.0, 0.0], [0.0, 0.0, 0.0], [0.0, 0.0, 0.0], [0.0, 0.0, 0.0], [0.0, 0.0, 0.0], [0.0, 0.0, 0.0], [0.0, 0.0, 0.0], [0.0, 0.0, 0.0], [0.0, 0.0, 0.0], [0.0, 0.0, 0.0], [0.0, 0.0, 0.0], [0.0, 0.0, 0.0], [0.1, 0.0, -0.1], [0.0, 0.0, 0.0], [-0.1, 0.0, 0.1], [0.0, 0.0, 0.0], [0.0, 0.0, 0.0], [0.0, -0.1, -0.2], [0.0, 0.0, 0.1], [0.0, 0.0, 0.0], [0.0, 0.0, 0.0], [0.0, 0.0, 0.0], [0.0, 0.0, 0.0], [0.0, 0.0, 0.0], [0.0, 0.0, 0.0], [0.0, 0.0, 0.0], [0.1, 0.2, 0.1], [-0.1, 0.0, 0.0], [0.0, 0.0, 0.0], [0.0, 0.0, 0.0], [0.0, 0.0, 0.0], [0.0, 0.0, 0.0], [0.0, 0.0, 0.0], [0.0, 0.0, 0.0], [0.0, 0.0, 0.0], [0.0, 0.0, 0.0], [0.0, 0.0, 0.0], [0.0, 0.0, 0.0], [0.0, 0.0, 0.0], [0.0, 0.0, 0.0], [0.0, 0.0, 0.0], [0.0, 0.0, 0.0], [0.0, 0.0, 0.0], [0.0, 0.0, 0.0], [0.0, 0.0, 0.0], [0.0, 0.0, 0.0], [0.0, 0.0, 0.0], [0.0, 0.0, 0.0], [0.0, 0.0, 0.0], [0.0, 0.0, 0.0]]}